The following is a quantum chemistry calculation of a cluster of 15 separate species, C74H193N15O22 in total, from the OMol25 dataset.

ORCA input file:
```
! wB97M-V def2-TZVPD RIJCOSX def2/J DEFGRID3
* xyz 0 1
C -11.841 4.219 -1.912
O -11.179 5.091 -1.051
C -10.216 4.361 -0.255
C -9.527 5.308 0.671
N -8.599 4.625 1.582
C -7.375 4.111 0.967
C -6.302 3.627 1.938
O -5.249 3.065 1.193
C -4.142 2.781 2.098
H -11.189 3.812 -2.696
H -12.633 4.805 -2.389
H -12.330 3.389 -1.378
H -9.453 3.925 -0.921
H -10.725 3.567 0.297
H -10.304 5.806 1.242
H -9.056 6.042 -0.012
H -8.292 5.300 2.270
H -6.916 4.924 0.335
H -7.623 3.238 0.348
H -6.699 2.824 2.626
H -5.873 4.486 2.538
H -4.354 2.103 2.929
H -3.708 3.733 2.433
H -3.412 2.286 1.441
C -2.579 -0.725 5.708
O -1.895 -1.929 6.081
C -2.108 -2.146 7.469
C -1.617 -3.565 7.755
N -0.214 -3.688 7.395
C 0.370 -5.071 7.430
C 1.811 -5.081 6.913
O 1.874 -4.572 5.566
C 3.100 -4.810 4.966
H -3.668 -0.722 5.894
H -2.347 -0.578 4.640
H -2.079 0.115 6.248
H -3.120 -2.071 7.850
H -1.434 -1.471 8.021
H -2.276 -4.350 7.349
H -1.656 -3.683 8.884
H -0.123 -3.292 6.453
H -0.215 -5.778 6.805
H 0.401 -5.451 8.471
H 2.246 -6.101 6.936
H 2.425 -4.423 7.576
H 3.894 -4.204 5.407
H 3.030 -4.632 3.873
H 3.402 -5.873 5.065
C 5.558 -6.873 -5.354
O 6.238 -5.964 -4.551
C 5.314 -5.061 -3.895
C 4.482 -5.759 -2.767
N 3.034 -5.549 -2.972
C 2.227 -6.233 -2.003
C 0.772 -5.694 -1.980
O 0.879 -4.327 -1.651
C -0.407 -3.755 -1.584
H 6.197 -7.736 -5.572
H 5.196 -6.408 -6.270
H 4.648 -7.265 -4.868
H 4.667 -4.561 -4.620
H 5.904 -4.295 -3.410
H 4.863 -5.491 -1.755
H 4.722 -6.843 -2.838
H 2.834 -4.535 -2.924
H 2.638 -6.228 -0.966
H 2.140 -7.289 -2.323
H 0.150 -6.300 -1.309
H 0.360 -5.781 -2.994
H -1.137 -4.412 -1.096
H -0.830 -3.386 -2.535
H -0.295 -2.916 -0.883
C 4.251 1.197 0.824
O 5.125 0.752 -0.150
C 6.436 0.706 0.230
C 7.270 0.115 -0.864
N 6.998 -1.276 -1.217
C 7.904 -1.849 -2.195
C 8.246 -1.071 -3.432
O 7.056 -0.772 -4.096
C 7.297 0.090 -5.212
H 3.311 1.492 0.351
H 4.621 2.130 1.287
H 4.084 0.483 1.653
H 6.522 0.153 1.176
H 6.804 1.736 0.367
H 8.288 0.275 -0.486
H 7.136 0.782 -1.727
H 6.049 -1.355 -1.592
H 7.436 -2.802 -2.461
H 8.892 -2.085 -1.790
H 8.909 -1.704 -4.048
H 8.794 -0.178 -3.098
H 8.042 -0.382 -5.854
H 7.709 1.052 -4.861
H 6.398 0.230 -5.792
C -3.847 4.746 -0.931
O -3.334 5.678 -1.881
C -3.785 6.953 -1.628
C -3.198 7.917 -2.680
N -1.767 7.899 -2.595
C -1.227 8.689 -3.723
C 0.242 8.805 -3.517
O 0.765 7.494 -3.612
C 2.145 7.486 -3.358
H -4.919 4.829 -0.751
H -3.354 4.934 0.045
H -3.680 3.726 -1.286
H -3.522 7.317 -0.623
H -4.875 7.000 -1.713
H -3.637 8.908 -2.526
H -3.538 7.570 -3.687
H -1.456 6.924 -2.620
H -1.719 9.664 -3.701
H -1.442 8.221 -4.674
H 0.547 9.246 -2.565
H 0.687 9.422 -4.302
H 2.707 7.951 -4.172
H 2.484 6.465 -3.209
H 2.418 8.070 -2.467
C -0.611 -0.839 -5.693
O -1.747 -0.810 -4.873
C -1.682 0.312 -3.988
C -2.840 0.224 -2.911
N -4.122 0.847 -3.399
C -5.286 0.709 -2.531
C -6.403 1.602 -2.931
O -5.867 2.919 -2.779
C -6.743 3.935 -3.219
H -0.590 0.073 -6.265
H -0.748 -1.667 -6.403
H 0.337 -0.949 -5.120
H -1.809 1.252 -4.548
H -0.726 0.349 -3.440
H -2.481 0.806 -2.011
H -3.024 -0.825 -2.672
H -3.983 1.853 -3.536
H -5.092 0.895 -1.432
H -5.664 -0.303 -2.688
H -7.319 1.462 -2.328
H -6.670 1.445 -4.001
H -7.725 3.849 -2.697
H -6.914 3.827 -4.297
H -6.398 4.943 -3.009
C -4.148 -2.185 -0.178
O -3.502 -3.239 -0.882
C -4.257 -4.422 -0.818
C -5.583 -4.356 -1.580
N -5.325 -3.825 -2.904
C -6.246 -2.913 -3.525
C -7.566 -3.682 -3.954
O -8.516 -2.685 -4.380
C -9.601 -3.252 -5.013
H -5.124 -1.834 -0.553
H -3.421 -1.381 -0.172
H -4.270 -2.428 0.891
H -4.372 -4.641 0.229
H -3.541 -5.151 -1.226
H -6.316 -3.792 -1.016
H -5.976 -5.402 -1.529
H -4.456 -3.289 -2.854
H -5.812 -2.477 -4.429
H -6.569 -2.048 -2.865
H -8.038 -4.265 -3.164
H -7.316 -4.336 -4.782
H -10.292 -2.467 -5.310
H -10.134 -3.961 -4.379
H -9.265 -3.783 -5.933
C 3.592 2.405 4.276
C 2.377 3.194 4.843
C 1.163 2.952 3.948
O -0.034 3.498 4.477
C -1.189 3.103 3.754
N 2.188 2.622 6.182
H 3.781 2.543 3.209
H 3.354 1.330 4.343
H 4.511 2.563 4.848
H 2.636 4.254 4.994
H 0.969 1.835 3.941
H 1.312 3.250 2.901
H -2.053 3.573 4.249
H -1.322 2.015 3.722
H -1.166 3.469 2.719
H 1.987 1.627 6.097
H 1.434 3.061 6.703
C -0.043 -5.001 1.890
C -1.184 -4.827 2.934
C -1.442 -6.127 3.740
O -2.420 -5.929 4.780
C -2.656 -7.178 5.346
N -0.855 -3.637 3.745
H -0.208 -5.739 1.097
H 0.900 -5.290 2.363
H 0.166 -4.028 1.388
H -2.108 -4.605 2.382
H -0.535 -6.434 4.310
H -1.786 -6.902 3.021
H -3.300 -7.805 4.680
H -3.199 -7.002 6.261
H -1.722 -7.748 5.558
H 0.102 -3.713 4.052
H -1.450 -3.546 4.553
C 0.993 -1.090 1.692
C -0.392 -0.380 1.813
C -0.767 0.585 0.742
O 0.157 1.696 0.678
C -0.105 2.532 -0.395
N -1.436 -1.371 2.071
H 0.963 -1.715 0.802
H 1.160 -1.641 2.630
H 1.754 -0.315 1.557
H -0.409 0.159 2.766
H -1.762 1.018 0.862
H -0.786 0.013 -0.213
H 0.112 2.027 -1.360
H 0.569 3.405 -0.311
H -1.138 2.924 -0.416
H -1.548 -1.916 1.221
H -1.210 -2.019 2.822
C 4.096 -5.322 1.237
C 4.691 -4.065 0.611
C 4.547 -2.800 1.532
O 5.429 -2.772 2.608
C 5.140 -1.823 3.606
N 6.067 -4.330 0.184
H 3.039 -5.158 1.278
H 4.511 -5.439 2.252
H 4.271 -6.178 0.599
H 4.110 -3.840 -0.282
H 3.510 -2.792 1.928
H 4.722 -1.921 0.888
H 4.240 -2.088 4.207
H 4.970 -0.836 3.169
H 6.031 -1.796 4.249
H 6.456 -3.511 -0.261
H 6.639 -4.438 1.035
C 2.056 -1.440 -2.379
C 3.473 -1.413 -3.154
C 3.273 -1.544 -4.635
O 2.622 -2.762 -4.815
C 2.640 -3.282 -6.100
N 4.023 -0.081 -2.903
H 1.534 -0.580 -2.817
H 2.276 -1.247 -1.321
H 1.587 -2.391 -2.505
H 4.151 -2.167 -2.701
H 4.251 -1.473 -5.168
H 2.631 -0.693 -4.925
H 2.045 -4.203 -6.059
H 3.638 -3.513 -6.453
H 2.192 -2.555 -6.809
H 4.097 0.090 -1.906
H 4.948 0.124 -3.282
C 5.204 -1.754 7.997
C 4.427 -0.825 7.057
C 3.046 -1.346 6.806
O 2.419 -0.639 5.795
C 1.166 -1.190 5.469
N 4.547 0.505 7.719
H 4.653 -2.096 8.882
H 6.118 -1.298 8.371
H 5.548 -2.656 7.512
H 4.989 -0.779 6.113
H 2.480 -1.240 7.754
H 3.044 -2.421 6.555
H 0.658 -0.684 4.643
H 0.514 -1.166 6.345
H 1.280 -2.234 5.215
H 4.249 1.245 7.112
H 3.981 0.576 8.561
C 0.745 3.398 -4.823
C 1.753 2.356 -4.440
C 2.894 2.197 -5.526
O 2.474 2.009 -6.839
C 3.471 1.863 -7.802
N 2.300 2.559 -3.151
H 0.321 3.178 -5.822
H 1.225 4.389 -4.831
H -0.043 3.440 -4.076
H 1.271 1.373 -4.400
H 3.528 1.357 -5.185
H 3.564 3.105 -5.485
H 4.114 2.768 -7.844
H 2.956 1.660 -8.748
H 4.088 0.969 -7.565
H 2.940 1.808 -2.893
H 2.818 3.427 -3.174
C -0.999 6.145 0.825
C 0.140 7.120 0.911
C 1.454 6.628 0.278
O 2.060 5.579 1.106
C 3.361 5.176 0.700
N -0.334 8.365 0.341
H -1.820 6.547 1.420
H -0.766 5.171 1.244
H -1.328 5.971 -0.198
H 0.322 7.341 1.965
H 2.173 7.437 0.300
H 1.334 6.282 -0.773
H 3.430 4.431 -0.121
H 3.802 4.748 1.608
H 4.027 6.032 0.479
H -0.758 8.265 -0.569
H 0.398 9.065 0.342
*
```

Energy above the lowest of the compared OMol25 structures with the same formula, charge and spin in kJ/mol: 0.0
HOMO energy in eV: -8.485
Molar mass in g/mol: 1645.44

=====

The following is a quantum chemistry calculation of a structure of composition C74H75BrN3O2P2RbS3, from the OMol25 dataset.

ORCA input file:
```
! wB97M-V def2-TZVPD RIJCOSX def2/J DEFGRID3
* xyz -2 1
Rb 0.178 -0.353 -0.308
S -1.241 1.401 -3.164
P -1.267 2.872 -1.842
C -0.882 2.376 -0.248
P -0.037 3.425 0.777
S 0.441 2.516 2.478
C 1.501 4.115 0.022
C 1.850 5.457 -0.073
C 2.992 5.835 -0.769
C 3.798 4.883 -1.372
C 3.460 3.539 -1.272
C 2.320 3.165 -0.584
C -0.807 4.978 1.473
C -0.216 5.612 2.569
C -0.865 6.643 3.226
C -2.125 7.057 2.805
C -2.723 6.431 1.724
C -2.073 5.386 1.076
C -0.403 4.309 -2.616
C -0.592 5.617 -2.178
C 0.108 6.661 -2.762
C 1.019 6.415 -3.778
C 1.236 5.110 -4.199
C 0.532 4.066 -3.620
C -3.030 3.433 -1.894
C -3.835 3.080 -0.814
C -5.210 3.254 -0.863
C -5.800 3.771 -2.007
C -5.003 4.130 -3.087
C -3.629 3.962 -3.035
H 1.231 6.212 0.393
H 3.246 6.886 -0.850
H 4.682 5.183 -1.923
H 4.082 2.784 -1.741
H 2.036 2.123 -0.512
H 0.750 5.264 2.913
H -0.388 7.129 4.070
H -2.642 7.852 3.330
H -3.697 6.757 1.377
H -2.557 4.875 0.254
H -1.292 5.821 -1.376
H -0.057 7.675 -2.414
H 1.563 7.235 -4.235
H 1.952 4.906 -4.988
H 0.665 3.044 -3.953
H -3.347 2.673 0.065
H -5.817 2.979 -0.008
H -6.876 3.889 -2.065
H -5.464 4.540 -3.980
H -3.009 4.235 -3.882
C 2.430 0.095 -4.062
C 1.185 -0.605 -4.532
C 0.470 -0.144 -5.625
C -0.719 -0.745 -6.001
C -1.225 -1.792 -5.250
C -0.532 -2.287 -4.153
C -1.112 -3.397 -3.316
C 0.696 -1.705 -3.814
N 1.422 -2.180 -2.712
C 2.162 -3.206 -2.809
C 2.348 -3.936 -4.122
C 2.917 -3.710 -1.643
C 3.684 -5.007 -1.809
N 2.933 -3.072 -0.547
C 3.775 -3.496 0.474
C 5.134 -3.153 0.439
C 5.646 -2.222 -0.629
C 5.979 -3.648 1.422
C 5.497 -4.471 2.426
C 4.137 -4.731 2.502
C 3.262 -4.230 1.553
C 1.779 -4.450 1.645
H 2.824 0.755 -4.835
H 3.204 -0.616 -3.768
H 2.180 0.702 -3.186
H 0.837 0.716 -6.173
H -1.266 -0.377 -6.859
H -2.182 -2.230 -5.507
H -0.875 -4.379 -3.739
H -2.194 -3.299 -3.261
H -0.728 -3.354 -2.298
H 2.004 -3.299 -4.935
H 1.757 -4.854 -4.133
H 3.394 -4.195 -4.288
H 3.131 -5.718 -2.420
H 3.862 -5.445 -0.828
H 4.654 -4.825 -2.279
H 4.829 -1.596 -0.984
H 6.063 -2.771 -1.480
H 6.429 -1.579 -0.228
H 7.032 -3.389 1.396
H 6.175 -4.890 3.159
H 3.751 -5.326 3.321
H 1.512 -4.938 2.581
H 1.419 -5.057 0.812
H 1.269 -3.485 1.590
C -3.955 -0.237 -1.499
C -5.219 -0.882 -0.942
C -6.041 -1.451 -2.111
C -5.028 -1.990 0.084
C -6.097 -2.230 0.930
C -6.153 -3.323 1.786
C -5.146 -4.279 1.685
C -4.055 -4.096 0.859
C -3.074 -5.238 0.662
C -1.669 -4.886 1.162
C -3.012 -5.614 -0.824
C -3.879 -2.865 0.109
O -2.800 -2.623 -0.519
H -4.224 0.591 -2.157
H -3.364 -0.951 -2.067
H -3.324 0.152 -0.700
H -5.815 -0.085 -0.475
H -5.486 -2.269 -2.576
H -6.223 -0.677 -2.862
H -7.001 -1.845 -1.768
H -6.928 -1.527 0.923
H -6.994 -3.465 2.457
H -5.228 -5.196 2.264
H -3.441 -6.105 1.228
H -1.363 -3.946 0.703
H -0.952 -5.669 0.889
H -1.657 -4.779 2.249
H -2.730 -4.727 -1.392
H -3.983 -5.965 -1.179
H -2.270 -6.399 -1.003
Br -3.268 -3.457 5.027
C -2.984 -2.041 3.797
C -3.983 -1.117 3.558
C -3.691 -0.082 2.681
C -2.421 -0.005 2.134
N -1.469 -0.901 2.379
C -1.753 -1.916 3.184
H -4.949 -1.200 4.031
H -4.439 0.660 2.441
H -2.131 0.828 1.497
H -0.966 -2.642 3.356
O 2.802 -0.298 1.470
S 2.139 0.089 2.735
C 2.772 -1.034 4.033
C 1.839 -1.668 4.839
C 2.262 -2.536 5.836
C 3.619 -2.747 6.034
C 4.549 -2.083 5.246
C 4.128 -1.237 4.234
C 3.124 1.489 3.341
C 3.860 2.188 2.401
C 4.499 3.364 2.758
C 4.417 3.824 4.065
C 3.712 3.095 5.013
C 3.061 1.925 4.654
H 0.784 -1.473 4.682
H 1.533 -3.042 6.457
H 3.953 -3.428 6.808
H 5.608 -2.229 5.422
H 4.837 -0.735 3.588
H 3.891 1.815 1.386
H 5.033 3.933 2.007
H 4.898 4.753 4.345
H 3.654 3.451 6.034
H 2.484 1.368 5.381
*
```

Energy above the lowest of the compared OMol25 structures with the same formula, charge and spin in kJ/mol: 106.3
HOMO energy in eV: -1.594
Molar mass in g/mol: 1361.95